No. 1
12
Properties=species:S:1:pos:R:3:forces:R:3 method="wB97M-V/def2-TZVPD" homo_ha="-0.306 / -0.306" e_lumo_ev="-2.12 / -2.12" homo_lumo_gap_ha="0.228 / 0.228"
C -3.597 0.828 -0.398 -2.36 0.34 -0.58
C -2.421 0.708 -0.110 6.42 -0.33 1.34
C 0.189 0.724 0.263 -1.54 0.56 0.05
C -0.949 0.163 0.174 -4.33 1.02 -0.90
C 1.466 1.217 -0.013 0.84 0.29 0.81
C -1.142 -1.335 0.099 -2.13 0.91 0.03
H 1.823 2.063 0.613 -0.22 -0.69 -0.31
H 1.673 1.317 -1.053 0.04 0.53 -0.94
H 2.026 0.310 0.255 0.48 -0.09 0.38
H -2.239 -1.463 0.230 1.07 -0.30 0.12
H -0.558 -1.849 0.769 1.35 -1.43 1.50
H -0.904 -1.535 -0.900 0.38 -0.81 -1.49

---

No. 2
12
Properties=species:S:1:pos:R:3:forces:R:3 method="wB97M-V/def2-TZVPD" smiles=C#CC(C)C#C homo_ha=-0.350 e_lumo_ev=0.95 homo_lumo_gap_ha=0.385
C 0.365 0.719 -1.521 -0.04 0.06 -0.03
C 0.551 -0.247 -0.340 -0.04 -0.01 0.06
C 0.688 0.425 0.973 -0.12 0.16 0.60
C 0.452 0.749 2.109 0.28 0.03 -0.44
C -0.640 -1.077 -0.044 -0.48 -0.25 0.32
C -1.570 -1.547 0.560 0.30 0.05 -0.43
H -0.494 1.370 -1.343 0.11 -0.09 -0.02
H 1.255 1.343 -1.648 -0.13 -0.12 0.07
H 0.196 0.162 -2.448 0.02 0.05 0.19
H 1.422 -0.886 -0.536 -0.17 0.10 0.10
H 0.158 0.960 3.113 0.27 0.16 -0.11
H -2.357 -1.902 1.186 0.00 -0.12 -0.31

---

No. 3
12
Properties=species:S:1:pos:R:3:forces:R:3 method="wB97M-V/def2-TZVPD" smiles=C1C23CC24CC134 homo_ha=-0.296 e_lumo_ev=0.99 homo_lumo_gap_ha=0.333
C -0.848 1.311 -0.254 1.89 -1.31 0.72
C -0.641 -1.633 0.211 -2.91 -1.51 0.79
C 1.530 0.257 -0.043 -2.66 -0.33 0.73
C -0.896 -0.133 -0.024 2.59 -1.26 -1.17
C 0.201 0.756 0.858 0.26 -0.14 -1.18
C 0.383 -0.710 -0.189 0.77 2.94 -1.20
H -0.404 1.496 -1.230 -0.36 0.72 0.05
H -1.595 1.905 0.190 -0.89 0.80 0.01
H -0.757 -1.806 1.265 0.18 -0.83 0.51
H -1.192 -2.440 -0.433 1.55 1.71 0.78
H 1.767 1.003 -0.784 -0.54 -0.07 -0.62
H 2.450 -0.006 0.434 0.11 -0.72 0.59

---

No. 4
12
Properties=species:S:1:pos:R:3:forces:R:3 method="wB97M-V/def2-TZVPD" homo_ha="-0.183 / -0.361" e_lumo_ev="1.02 / -2.08" homo_lumo_gap_ha="0.221 / 0.285" multiplicity=3
C -0.809 -2.511 1.487 1.95 4.85 -1.18
C -0.306 -1.413 1.196 -1.30 -3.90 0.86
C -0.789 0.854 -1.350 -7.77 3.78 -9.60
C -0.049 0.532 -0.364 8.55 -2.38 8.92
C 0.572 1.535 -1.296 -0.35 -0.52 0.50
C 0.407 -0.188 0.868 0.44 0.41 -1.08
H -1.418 -3.256 1.870 -0.57 -1.13 0.30
H -1.679 0.571 -2.014 2.05 0.33 0.88
H 1.358 1.095 -1.963 -0.77 0.36 0.24
H 0.860 2.625 -0.988 -1.03 -1.98 -0.43
H 1.522 -0.324 0.845 -0.84 -0.33 -0.29
H 0.331 0.479 1.709 -0.36 0.53 0.86

---

No. 5
12
Properties=species:S:1:pos:R:3:forces:R:3 method="wB97M-V/def2-TZVPD" homo_ha="-0.292 / -0.344" e_lumo_ev="1.07 / -2.06" homo_lumo_gap_ha="0.331 / 0.268" multiplicity=3
C -0.582 -0.142 -0.114 -0.83 2.72 -1.69
C -1.896 0.593 -0.861 1.66 -2.51 2.42
C 0.797 0.146 -0.198 2.57 0.54 -0.61
C 1.873 0.959 -0.269 -4.06 1.51 1.77
C -1.843 0.237 0.604 -2.08 -1.82 -0.36
C 0.373 -1.223 -0.359 0.42 -2.49 -0.34
H 2.891 0.712 -0.485 0.17 -0.04 -0.03
H 1.439 1.949 0.128 1.97 -0.79 -1.02
H -2.276 -0.738 1.140 0.33 2.15 -1.31
H -1.886 1.119 1.200 0.52 0.41 1.00
H 0.623 -1.834 0.517 -0.27 -0.09 -0.18
H 0.487 -1.780 -1.303 -0.39 0.42 0.35

---

No. 6
106
Properties=species:S:1:pos:R:3:forces:R:3 method="wB97M-V/def2-TZVPD" charge=-1 homo_ha=-0.220 e_lumo_ev=1.75 homo_lumo_gap_ha=0.285
C -1.244 3.280 -0.413 -0.20 -0.58 -0.08
C -2.580 2.503 -0.445 0.28 0.14 -0.48
P -2.363 0.952 0.488 0.11 0.81 1.55
C -3.935 0.038 0.710 -0.04 -0.51 -0.32
C -3.593 -1.006 1.785 -0.12 -0.12 -0.29
S -1.097 -0.264 -0.736 -0.31 -0.45 -0.91
O -1.193 0.161 -2.131 0.24 -0.21 0.01
O -1.427 -1.669 -0.500 -0.06 0.09 -0.06
N 0.390 0.078 -0.257 -0.21 0.13 0.37
S 0.785 -0.112 1.262 0.01 0.00 0.34
O -0.221 -0.774 2.090 0.27 -0.03 -0.12
O 1.347 1.097 1.829 0.00 -0.12 -0.22
C 2.160 -1.288 1.214 -0.13 0.03 -0.22
C 3.449 -0.583 0.935 0.53 0.17 0.42
O 4.251 -0.312 1.788 -0.32 -0.10 -0.49
I 3.864 -0.121 -1.122 -0.06 0.10 0.24
H -0.436 2.650 -0.795 -0.01 0.18 0.00
H -1.313 4.168 -1.040 0.05 0.04 0.18
H -1.007 3.520 0.625 0.11 0.17 -0.13
H -2.946 2.351 -1.462 0.04 -0.01 0.08
H -3.322 3.084 0.115 -0.14 -0.24 -0.09
H -4.354 -0.426 -0.186 0.12 0.12 0.00
H -4.678 0.757 1.073 0.17 0.06 -0.04
H -3.187 -0.494 2.653 -0.21 -0.22 0.07
H -2.818 -1.663 1.386 0.02 0.02 0.24
H -4.439 -1.641 2.061 -0.05 0.20 0.02
H 2.185 -1.731 2.212 0.12 0.04 -0.07
H 1.935 -2.034 0.452 -0.05 -0.03 0.13
O -4.127 -3.450 -0.432 -0.09 -0.16 -0.16
H -4.110 -3.557 -1.389 0.04 0.09 -0.02
H -3.297 -2.992 -0.238 0.08 0.09 0.02
O -2.150 0.045 4.530 0.48 -0.36 0.24
H -1.690 0.389 5.304 -0.03 0.21 -0.07
H -1.442 -0.195 3.909 -0.11 0.31 -0.24
O 5.581 2.297 3.245 0.00 -0.03 0.01
H 4.921 1.759 2.796 -0.02 -0.02 -0.02
H 6.387 1.766 3.214 0.02 0.02 0.03
O -1.041 -2.425 5.964 0.02 -0.04 -0.07
H -0.210 -2.744 5.587 0.07 0.12 0.22
H -1.290 -1.665 5.418 -0.26 -0.13 0.03
O -4.378 -6.760 -0.167 -0.16 0.01 -0.06
H -4.739 -6.854 0.719 0.04 0.01 0.02
H -4.564 -5.839 -0.393 0.19 0.09 0.12
O -2.190 -1.137 -4.827 -0.46 -0.11 0.22
H -1.654 -1.905 -5.041 0.11 0.03 -0.04
H -1.908 -0.900 -3.931 0.21 0.26 0.09
O 5.629 -0.972 -3.951 0.12 0.15 -0.02
H 6.513 -1.347 -4.013 0.00 -0.01 -0.01
H 5.401 -0.720 -4.853 -0.11 -0.06 0.01
O 0.583 -3.242 3.431 0.02 -0.06 -0.03
H 0.134 -2.539 2.936 -0.07 0.15 -0.09
H -0.106 -3.658 3.958 -0.02 -0.10 -0.11
O -2.988 -4.381 4.325 0.07 -0.09 0.15
H -2.289 -4.964 4.014 -0.04 -0.05 -0.06
H -2.648 -4.033 5.161 0.06 0.21 -0.10
O -5.435 2.996 -1.939 -0.24 0.38 -0.22
H -6.169 2.414 -1.693 0.24 -0.26 0.05
H -5.697 3.360 -2.792 -0.08 -0.18 -0.05
O 5.276 2.417 -3.678 0.12 -0.21 -0.05
H 5.741 1.573 -3.718 -0.11 -0.06 0.08
H 5.624 2.859 -2.892 -0.03 0.23 -0.01
O 5.146 -3.579 -0.884 0.06 -0.07 0.03
H 5.549 -2.780 -1.239 -0.13 0.05 -0.06
H 4.835 -3.311 -0.014 0.02 -0.07 0.03
O 0.886 -4.465 6.217 -0.03 -0.08 0.01
H 0.587 -4.507 7.131 -0.02 0.02 -0.01
H 1.601 -5.103 6.144 0.02 0.03 -0.03
O -5.264 -0.731 -4.103 0.22 -0.16 -0.22
H -4.360 -1.073 -4.180 0.12 0.09 -0.01
H -5.419 -0.317 -4.958 -0.05 0.03 0.08
O 0.935 -3.939 -0.229 -0.11 0.06 -0.07
H 0.424 -3.332 -0.787 -0.05 -0.05 0.05
H 0.305 -4.264 0.421 0.04 0.07 0.08
O -6.519 0.028 -1.726 0.03 0.05 -0.10
H -5.998 -0.195 -2.519 -0.07 0.11 -0.02
H -6.583 -0.811 -1.261 -0.07 0.03 0.16
O 1.027 -0.427 -4.346 0.03 -0.04 0.04
H 0.674 -0.422 -3.444 0.03 -0.04 0.01
H 0.859 0.466 -4.659 -0.06 0.02 0.00
O 2.002 -2.856 -2.507 -0.07 -0.09 0.03
H 2.326 -3.475 -1.840 0.03 -0.01 -0.03
H 2.312 -3.211 -3.344 0.03 0.13 -0.05
O -2.666 4.589 -2.952 -0.21 0.14 -0.03
H -3.445 4.059 -2.746 0.11 -0.12 0.05
H -2.842 4.992 -3.811 0.07 -0.02 -0.03
O 2.211 3.882 1.130 0.20 0.10 -0.12
H 1.862 4.192 1.969 -0.04 -0.03 0.00
H 2.341 2.933 1.260 -0.29 -0.08 0.00
O 5.599 4.725 -1.931 0.10 -0.11 0.02
H 4.662 4.582 -1.733 -0.25 0.09 0.01
H 5.582 5.238 -2.745 -0.01 -0.01 -0.04
O -5.192 6.002 -1.019 0.00 0.04 -0.10
H -5.584 5.234 -1.449 0.05 -0.11 0.24
H -4.254 5.784 -0.980 0.01 0.03 -0.05
O 2.557 4.184 -1.849 0.27 0.27 0.05
H 2.236 4.470 -0.983 -0.02 -0.16 0.11
H 2.803 3.265 -1.707 -0.11 -0.25 -0.06
O 8.005 1.745 4.706 0.08 0.00 0.07
H 8.743 2.355 4.608 -0.01 0.01 -0.03
H 7.312 2.260 5.135 -0.07 -0.02 -0.07
O -1.106 5.035 -5.316 0.00 -0.01 0.00
H -0.736 4.532 -4.580 -0.05 0.02 0.03
H -0.585 4.782 -6.083 0.01 -0.01 0.01
O 5.483 -2.301 3.676 -0.09 -0.07 -0.04
H 5.004 -1.657 3.138 0.06 0.11 0.03
H 4.805 -2.695 4.233 0.00 0.00 0.02

---

No. 7
100
Properties=species:S:1:pos:R:3:forces:R:3 method="wB97M-V/def2-TZVPD" charge=+1 homo_ha=-0.394 e_lumo_ev=-2.76 homo_lumo_gap_ha=0.292
C -5.078 -0.265 0.547 -0.35 -2.09 -2.45
O -3.881 -1.010 0.526 1.16 3.12 3.26
C -2.866 -0.598 1.487 0.38 -3.23 0.19
C -1.451 -1.187 1.072 -0.19 0.90 -3.03
N -0.359 -0.589 1.813 -0.70 1.85 4.15
H -0.271 0.530 1.693 -0.80 -2.20 0.37
H -0.744 -0.879 2.786 1.91 1.75 -1.10
C 1.080 -1.078 1.718 -2.64 3.12 -4.49
C 1.653 -0.702 0.287 2.34 -3.45 3.54
O 3.080 -0.671 0.537 0.07 -0.52 0.45
C 3.861 -0.216 -0.554 2.65 -2.61 -0.87
H -5.833 -0.484 -0.263 1.50 -0.26 0.42
H -4.777 0.691 0.478 0.33 3.78 0.06
H -5.521 -0.542 1.405 -2.01 -0.15 3.27
H -3.101 -0.958 2.532 -0.05 -0.33 -0.98
H -2.760 0.392 1.675 -0.21 3.58 -0.45
H -1.063 -0.924 0.034 -2.01 -1.23 0.93
H -1.537 -2.213 1.330 0.54 -1.20 -0.36
H 0.899 -2.046 1.870 0.77 -4.23 0.60
H 1.608 -0.559 2.421 1.43 1.01 2.06
H 1.422 0.162 -0.154 -1.71 3.65 -0.94
H 1.398 -1.466 -0.396 -0.20 -0.89 -0.75
H 5.060 -0.645 -0.661 -3.75 0.54 0.68
H 4.051 0.797 -0.520 0.12 2.44 0.31
H 3.321 -0.428 -1.465 0.27 -0.23 -0.36
O -0.766 -1.333 -2.873 4.12 -0.87 -0.43
H 0.193 -1.779 -2.927 -2.38 1.78 0.50
H -1.267 -2.109 -3.033 -1.52 -0.99 -0.03
O 1.680 1.407 -1.932 -2.02 -4.66 -6.26
H 2.457 1.513 -2.482 1.35 -0.18 -0.91
H 0.885 1.552 -2.516 0.95 -0.64 0.63
O 2.862 -3.878 -0.655 2.18 -3.19 -2.05
H 3.602 -4.393 -1.179 -2.59 1.21 0.61
H 3.457 -3.631 0.010 0.86 1.37 2.41
O -7.982 -0.977 -1.581 -2.01 0.43 0.39
H -7.233 -1.469 -1.783 1.99 -1.40 -0.64
H -7.699 -0.202 -1.091 -0.22 0.64 -0.09
O -1.331 0.580 -1.211 -3.05 5.71 3.39
H -0.944 -0.073 -1.676 0.93 -3.89 -3.45
H -2.288 0.806 -1.398 2.05 -0.99 -0.19
O 6.745 -3.113 -0.421 4.57 2.59 2.94
H 7.309 -3.819 -0.217 0.38 -3.15 0.68
H 7.641 -2.526 -0.540 -3.37 -0.80 0.50
O 1.592 2.747 -0.400 -1.74 7.76 6.04
H 1.635 2.228 -1.186 0.34 -0.92 -0.65
H 1.189 3.569 -0.820 0.87 -0.91 1.25
O 3.967 -1.072 -3.931 -2.89 -0.01 1.39
H 4.700 -1.442 -3.453 1.70 -0.40 0.36
H 3.249 -1.303 -3.236 1.16 0.35 -1.92
O -0.479 0.036 4.669 -1.48 -1.09 -0.28
H 0.320 0.232 5.104 1.86 0.83 0.68
H -0.761 -0.725 5.201 -0.39 0.20 -0.21
O -5.176 2.834 -2.146 0.16 -0.82 2.44
H -4.802 2.502 -1.225 -0.70 1.30 -3.11
H -4.833 2.252 -2.818 0.12 -0.39 -0.26
O -7.166 -1.255 3.595 0.49 -3.87 0.59
H -7.323 -2.167 3.090 0.43 3.00 1.72
H -6.834 -1.528 4.523 -0.90 0.54 -2.28
O 6.161 -2.241 -2.404 1.78 2.02 0.43
H 6.248 -2.699 -1.496 -1.61 -0.14 -2.70
H 6.935 -1.634 -2.113 -1.94 -0.28 -1.97
O 1.830 -2.458 -2.350 1.05 5.82 4.32
H 1.972 -2.922 -1.467 0.46 1.18 -0.68
H 1.630 -3.180 -2.765 -1.76 -6.56 -5.00
O 5.614 2.739 -1.615 3.74 -3.84 -7.46
H 5.143 3.086 -0.804 3.24 -2.49 -4.40
H 5.081 2.121 -2.308 1.63 2.80 2.91
O -7.249 1.469 3.428 -2.56 -1.36 -1.53
H -6.492 1.784 3.838 2.19 0.44 1.26
H -7.312 0.480 3.453 0.43 1.23 0.14
O 4.006 1.639 -3.443 -2.70 -0.95 -3.28
H 3.841 0.768 -3.977 1.08 0.69 1.58
H 3.551 2.250 -4.095 1.20 -0.24 1.18
O 7.640 0.631 -1.911 2.83 -3.01 1.72
H 8.213 0.554 -2.660 0.10 0.34 -0.75
H 6.901 1.130 -2.076 -2.79 2.63 -0.74
O 0.788 -4.381 3.283 -0.87 2.67 1.73
H 1.095 -5.137 2.840 0.93 -1.67 -0.16
H 1.083 -4.272 4.222 -0.07 -0.92 -1.60
O -7.879 1.571 -0.866 0.33 0.88 -0.08
H -8.165 2.105 -1.675 1.36 -0.75 1.96
H -7.102 1.930 -0.349 -1.60 0.17 -1.59
O 4.369 3.235 -0.161 -5.81 4.48 8.65
H 3.478 3.159 0.080 -2.93 -1.20 0.21
H 4.476 4.174 0.026 0.42 0.47 0.25
O -0.249 2.060 1.586 1.41 3.17 -0.87
H 0.111 2.638 0.798 -0.78 -2.18 0.41
H 0.285 2.589 2.214 -0.44 -0.84 0.56
O -3.296 -2.626 -0.755 0.34 -5.47 -4.57
H -3.339 -1.844 -0.248 -0.80 0.79 -0.35
H -4.130 -2.813 -1.279 1.64 0.69 1.29
O 3.427 1.691 2.822 -2.82 1.63 0.47
H 3.210 1.452 1.906 0.30 -0.18 0.14
H 2.610 2.273 3.084 2.50 -1.56 -0.61
O -3.577 3.277 -0.240 -0.93 4.00 2.39
H -3.988 3.220 0.675 1.14 -0.74 -1.02
H -3.638 4.337 -0.244 0.35 -3.40 -0.89
O -3.025 2.886 2.387 2.65 0.08 0.61
H -2.009 2.611 2.322 -3.07 1.12 -0.03
H -3.055 3.814 2.725 0.31 -1.19 -0.24

---

No. 8
102
Properties=species:S:1:pos:R:3:forces:R:3 method="wB97M-V/def2-TZVPD" charge=-1 homo_ha=-0.156 e_lumo_ev=1.58 homo_lumo_gap_ha=0.215
C -0.297 2.166 -2.138 0.31 0.34 0.35
C 0.065 2.848 -0.800 -0.29 -0.56 -0.39
P -0.220 1.926 0.853 0.52 0.40 -0.09
C 1.207 0.733 0.554 -0.08 0.10 -0.12
C 2.464 1.097 1.308 0.10 -0.15 0.05
N 3.555 0.096 1.214 0.33 -0.15 -0.19
O -1.380 0.789 0.176 -0.33 0.08 -0.14
C -2.485 0.693 1.041 0.96 -0.04 -0.21
C -2.759 2.128 1.582 0.10 -0.69 0.09
O -1.696 2.948 1.212 -0.23 0.28 0.03
H -1.364 2.182 -2.325 -0.10 -0.15 0.04
H 0.045 1.132 -2.181 -0.09 -0.11 0.08
H 0.200 2.703 -2.952 -0.04 -0.03 -0.04
H 1.145 3.041 -0.815 0.00 0.14 0.19
H -0.459 3.804 -0.762 0.11 0.14 0.16
H -0.424 1.403 2.182 -0.17 -0.36 -0.03
H 0.653 2.923 1.481 -0.21 0.08 -0.14
H 1.439 0.722 -0.511 -0.09 -0.21 -0.01
H 0.873 -0.268 0.837 -0.01 -0.02 0.06
H 2.856 2.044 0.932 0.00 0.10 0.14
H 2.223 1.207 2.367 0.02 0.20 0.01
H 3.655 -0.153 0.232 -0.16 0.02 -0.03
H 3.231 -0.749 1.674 -0.05 0.01 0.02
H -2.204 0.042 1.874 -0.34 -0.03 0.10
H -3.329 0.210 0.534 -0.03 0.12 -0.08
H -3.714 2.531 1.221 0.02 0.12 0.04
H -2.808 2.009 2.672 -0.31 0.30 0.05
O 2.871 0.706 -2.272 0.51 -0.39 -0.26
H 3.102 1.589 -1.953 -0.30 0.14 -0.15
H 3.491 0.580 -3.006 0.14 0.18 0.12
O 1.705 -1.153 -4.016 -0.06 0.06 -0.45
H 1.943 -0.506 -3.336 -0.12 -0.07 0.46
H 1.881 -2.023 -3.647 0.05 0.07 0.14
O 1.910 1.416 -5.378 0.02 0.15 -0.12
H 1.239 1.855 -4.835 -0.05 0.00 -0.11
H 1.863 0.489 -5.114 -0.12 -0.14 0.19
O -1.852 4.101 3.781 -0.07 0.12 0.00
H -1.346 4.917 3.761 0.04 -0.04 0.02
H -1.739 3.738 2.876 0.17 0.00 -0.10
O -0.402 -2.432 -1.956 0.13 -0.13 -0.05
H -0.098 -1.525 -1.832 -0.15 0.05 0.12
H -0.561 -2.507 -2.901 -0.04 0.14 -0.01
O 3.639 3.215 -3.486 0.15 0.14 -0.04
H 4.554 3.157 -3.778 0.01 -0.03 0.01
H 3.142 2.838 -4.225 -0.09 -0.14 0.01
O 5.285 -2.437 0.225 0.36 0.06 0.16
H 5.036 -1.705 0.801 -0.28 0.07 -0.01
H 5.340 -3.193 0.823 -0.08 -0.04 0.12
O -5.553 1.472 -0.475 0.11 0.01 -0.31
H -5.627 2.425 -0.354 0.00 -0.05 0.03
H -4.597 1.323 -0.527 -0.10 -0.05 0.25
O 2.632 -0.465 -7.951 0.17 -0.03 0.17
H 1.980 -1.092 -7.620 0.00 0.01 0.01
H 2.534 0.300 -7.373 -0.24 0.21 -0.04
O -3.127 0.887 -3.272 0.00 -0.07 -0.21
H -3.828 1.427 -2.905 -0.11 0.07 0.12
H -3.193 0.033 -2.826 0.04 0.01 -0.05
O -3.314 -0.284 4.090 -0.11 -0.07 0.25
H -4.235 -0.237 3.810 0.06 -0.08 -0.06
H -3.129 0.573 4.488 0.08 0.00 -0.07
O -4.779 -1.477 -2.671 -0.25 0.29 0.08
H -5.297 -0.694 -2.440 0.10 -0.14 -0.03
H -5.436 -2.173 -2.783 0.03 -0.26 0.10
O 5.390 -3.934 3.018 -0.09 0.03 -0.40
H 5.141 -3.173 3.558 0.06 -0.07 0.11
H 5.452 -4.648 3.657 0.03 0.04 0.03
O -6.126 -4.025 -1.686 0.02 0.03 -0.19
H -6.656 -4.766 -1.368 -0.01 0.11 0.12
H -5.430 -3.917 -1.029 0.01 0.04 -0.03
O -7.887 -5.103 0.262 -0.10 -0.06 0.08
H -8.426 -5.660 0.831 0.03 -0.01 -0.02
H -7.978 -4.209 0.612 0.04 0.13 -0.09
O 3.898 -0.634 4.233 -0.05 0.05 0.25
H 3.548 0.262 4.169 -0.11 -0.04 -0.19
H 4.850 -0.524 4.143 0.00 -0.11 -0.03
O -6.243 -0.960 2.920 -0.19 -0.07 -0.01
H -6.573 -0.055 2.928 0.01 0.03 -0.01
H -6.898 -1.456 2.413 0.14 0.01 -0.07
O 0.448 4.420 -4.580 0.01 0.09 -0.32
H -0.505 4.304 -4.642 0.00 -0.04 0.10
H 0.570 5.273 -4.154 0.05 -0.08 0.10
O 5.802 -2.767 5.499 0.06 -0.03 0.29
H 6.708 -2.473 5.336 0.07 -0.04 -0.26
H 5.625 -2.606 6.430 -0.07 0.08 -0.04
O 0.724 -0.390 3.729 0.20 -0.11 0.23
H 1.349 -1.084 3.967 -0.03 -0.07 -0.03
H -0.062 -0.839 3.401 -0.02 0.12 -0.07
O -6.524 -1.158 5.768 -0.08 -0.18 0.05
H -6.375 -1.455 4.859 0.05 0.21 0.00
H -5.842 -1.592 6.288 0.05 0.06 -0.02
O 7.989 -1.935 3.815 0.19 0.12 0.32
H 8.108 -0.995 3.637 -0.10 -0.02 -0.22
H 8.239 -2.362 2.990 -0.14 -0.07 0.00
O -8.289 -1.958 -0.012 -0.13 0.02 0.10
H -7.939 -1.067 -0.124 0.11 -0.02 -0.01
H -8.469 -2.262 -0.909 0.15 -0.07 0.02
O 4.850 0.505 -5.296 0.05 0.02 0.01
H 4.200 0.097 -5.880 -0.01 -0.01 0.02
H 5.654 0.541 -5.824 0.01 -0.04 0.04
O 7.436 -0.190 1.406 -0.07 -0.04 0.09
H 6.729 0.462 1.321 -0.05 0.01 0.02
H 7.006 -1.012 1.133 0.03 0.00 -0.15